Below is 6 unconnected molecules or ions with the total composition C23H60BN2O9P2S, with properties calculated with wB97M-V/def2-TZVPD.

Properties
- F_max (eV/Å) = 8.49
- total energy (eV) = -76311.8165
- spin multiplicity = 1
- E_HOMO (eV) = -11.096
- E_LUMO (eV) = -3.0
- molar mass (Da) = 613.6
- net charge = +1

Geometry as XYZ:
```
98
Properties=species:S:1:pos:R:3:forces:R:3:mulliken_charge:R:1
C 0.624 2.779 4.658 1.0 0.6 1.3 -0.6712
O 0.078 2.630 3.300 -2.0 -3.1 0.8 -0.5114
B -1.072 1.656 3.302 -0.3 3.4 2.0 0.5144
O -2.206 2.065 4.190 2.0 -0.1 -3.2 -0.4909
C -1.032 0.327 2.343 -1.1 -0.4 -0.8 0.4597
C -2.133 0.378 1.083 -0.7 0.1 0.2 -0.2150
C -3.126 1.680 1.137 -0.6 3.2 -6.1 -0.1710
O -3.249 2.421 0.008 0.9 -4.6 7.0 -0.5321
N 0.334 0.326 1.625 0.2 -0.2 -0.9 0.2202
C 1.482 -0.138 2.485 1.9 -1.3 0.9 -0.0266
P 3.113 -0.027 1.424 -0.3 0.6 -0.1 0.2708
S 2.938 -0.837 -0.336 -0.3 -0.1 0.3 -0.3277
C 1.137 -1.696 2.942 0.3 0.7 -0.5 -0.3708
N -0.026 -1.563 3.930 0.0 1.3 -1.9 -0.4653
C -1.229 -1.109 3.076 0.8 0.1 -0.9 0.2645
P -2.759 -1.335 4.175 -0.4 -0.7 1.7 -0.1075
C -4.311 -0.419 3.552 -1.6 1.0 0.2 -0.3922
O -2.318 -0.551 5.710 0.3 -1.9 -1.2 -0.5967
H 0.539 3.899 4.989 0.1 -2.2 -0.6 0.3281
H 0.105 2.096 5.465 0.8 1.4 -1.7 0.2130
H 1.777 2.515 4.646 -2.3 0.5 -0.1 0.2000
H -2.454 3.018 3.979 0.8 -1.6 0.7 0.3044
H -2.748 -0.640 1.115 1.2 2.3 0.0 0.1063
H -1.610 0.395 0.028 -0.9 0.2 2.1 0.3359
H -3.784 2.015 2.048 1.5 -1.0 -1.5 0.2566
H 0.519 1.250 1.131 -0.2 -1.1 0.9 0.5245
H 0.256 -0.383 0.834 0.4 0.8 0.9 0.0035
H 1.699 0.509 3.435 -1.0 -0.9 -1.8 -0.1070
H 3.412 1.404 1.330 -0.2 -1.0 0.6 0.0751
H 4.157 -0.597 2.246 -0.8 0.5 -0.1 0.1484
H 0.832 -2.320 1.971 0.5 1.4 2.2 0.1424
H 2.077 -2.229 3.391 -1.8 1.2 -0.6 0.4010
H 0.196 -0.760 4.583 -0.3 -1.4 -0.7 0.2804
H -1.299 -1.931 2.214 -0.2 1.8 1.8 0.0952
H -4.502 -0.473 2.397 0.6 -0.1 2.2 0.0360
H -5.242 -0.972 4.055 2.2 1.0 -1.1 0.2450
H -4.403 0.702 3.873 0.4 -2.0 -0.6 0.2660
H -2.022 -1.310 6.322 -0.8 1.6 -1.5 0.3516
C -2.246 -4.329 -1.212 -0.4 0.0 0.0 -1.5503
C -1.507 -3.091 -0.730 0.3 -0.6 -0.7 0.6877
C -0.213 -2.883 -1.500 0.0 0.3 -0.1 -1.0579
O -1.215 -3.226 0.658 0.2 0.1 0.5 -0.5541
H -1.640 -5.230 -1.064 0.1 0.1 -0.1 0.3710
H -3.170 -4.473 -0.641 0.1 0.1 -0.1 0.3817
H -2.500 -4.249 -2.274 0.1 0.0 0.1 0.3943
H -2.149 -2.211 -0.846 0.0 -0.1 0.2 0.1151
H 0.466 -3.733 -1.362 -0.1 0.0 -0.1 0.3415
H 0.314 -1.996 -1.134 0.0 0.0 -0.1 -0.0404
H -0.405 -2.760 -2.570 0.1 0.0 0.1 0.4376
H -0.645 -4.005 0.770 -0.3 0.2 -0.1 0.3327
C 1.304 0.317 -4.570 -0.4 0.0 -0.1 -1.1304
C 2.112 1.594 -4.400 0.4 -0.5 0.0 0.2996
C 3.491 1.465 -5.027 0.1 0.3 -0.1 -0.8582
O 2.251 1.884 -3.011 -0.1 0.1 0.4 -0.4719
H 1.799 -0.528 -4.079 0.1 0.1 -0.1 0.2557
H 0.319 0.421 -4.102 0.1 0.1 -0.1 0.2863
H 1.166 0.075 -5.628 0.0 0.0 0.1 0.3987
H 1.576 2.432 -4.858 0.0 0.0 0.3 0.2714
H 4.064 0.660 -4.553 -0.2 0.0 -0.2 0.2544
H 4.065 2.387 -4.887 -0.2 -0.1 -0.1 0.3320
H 3.419 1.257 -6.100 0.1 0.0 0.2 0.0702
H 2.725 1.145 -2.596 -0.1 0.3 -0.2 0.2637
C 3.139 5.852 2.265 -0.3 0.0 -0.2 -1.4345
C 3.542 4.536 2.912 0.5 0.7 0.0 1.2992
C 4.486 4.760 4.082 0.0 -0.2 0.3 -1.3624
O 4.180 3.709 1.942 0.1 -0.4 -0.2 -0.4615
H 4.015 6.379 1.871 0.0 -0.1 0.2 0.4003
H 2.470 5.674 1.416 0.0 0.0 0.2 0.3469
H 2.631 6.505 2.981 0.1 0.0 -0.1 0.3614
H 2.647 4.006 3.256 0.2 -0.1 -0.2 -0.4919
H 5.410 5.249 3.753 -0.2 0.1 0.0 0.3950
H 4.777 3.804 4.530 -0.1 0.1 0.0 0.3422
H 4.018 5.380 4.853 0.1 0.0 -0.1 0.3700
H 4.976 4.172 1.630 -0.3 -0.2 0.1 0.3188
C 4.054 -1.617 -8.654 -0.4 0.0 0.0 -1.3149
C 4.793 -0.379 -8.172 0.4 -0.6 -0.2 0.5714
C 6.087 -0.171 -8.942 0.1 0.3 -0.1 -1.4073
O 5.085 -0.514 -6.784 0.1 -0.1 0.3 -0.5036
H 4.660 -2.518 -8.506 0.1 0.1 -0.1 0.3523
H 3.130 -1.761 -8.083 0.1 0.1 -0.1 0.2918
H 3.800 -1.537 -9.716 0.0 -0.1 0.1 0.3735
H 4.151 0.501 -8.288 0.1 -0.1 0.2 0.2747
H 6.766 -1.020 -8.804 -0.2 0.0 -0.1 0.3491
H 6.614 0.717 -8.576 -0.1 -0.1 -0.1 0.3378
H 5.895 -0.048 -10.012 0.1 0.0 0.1 0.3728
H 5.655 -1.293 -6.672 -0.2 0.3 -0.1 0.3222
C -8.927 -3.193 2.544 -0.2 0.1 0.3 -1.4297
C -7.553 -2.586 2.311 -0.3 -0.5 -0.5 0.5555
C -7.339 -2.243 0.846 0.1 0.3 -0.1 -1.1279
O -6.551 -3.510 2.731 0.3 -0.1 0.1 -0.5244
H -9.045 -4.125 1.979 0.0 0.2 -0.1 0.3583
H -9.062 -3.447 3.601 0.0 0.1 -0.1 0.3441
H -9.720 -2.501 2.246 0.1 -0.1 0.0 0.3708
H -7.441 -1.683 2.921 0.1 -0.2 0.0 0.2328
H -7.401 -3.141 0.220 -0.1 0.0 0.1 0.3409
H -6.342 -1.819 0.691 -0.1 0.0 0.0 0.1704
H -8.085 -1.522 0.496 0.1 -0.1 0.0 0.3716
H -6.643 -4.315 2.195 0.0 0.4 0.3 0.3464
```
Forces are in eV/Å.

=====

Below is 2 unconnected molecules or ions with the total composition C4H12O2S2, with properties calculated with wB97M-V/def2-TZVPD.

Properties
- F_max (eV/Å) = 4.87
- total energy (eV) = -30103.9270
- spin multiplicity = 1
- E_HOMO (eV) = -8.463
- energy relative to the best compared isomer or geometry (same formula, charge and spin) (eV) = 3.874
- E_LUMO (eV) = 0.5
- molar mass (Da) = 156.3
- net charge = 0

Geometry as XYZ:
```
20
Properties=species:S:1:pos:R:3:forces:R:3:nbo_charge:R:1
C -1.068 -1.746 -1.206 -2.1 -1.0 1.5 -0.8707
S 0.703 -1.779 -1.534 0.7 2.5 0.9 1.1803
O 1.201 -0.323 -1.209 -0.9 -3.2 -0.4 -0.9732
C 1.231 -2.900 -0.167 -0.4 -2.4 -2.8 -0.8074
H -1.586 -0.993 -1.978 1.2 -1.5 2.2 0.2805
H -1.178 -1.536 0.025 -0.1 0.0 -3.6 0.2391
H -1.555 -2.843 -1.360 1.3 2.5 0.2 0.2420
H 2.332 -3.013 -0.400 -1.3 -0.3 0.7 0.2483
H 0.583 -3.897 -0.214 1.7 1.8 -0.6 0.2333
H 0.998 -2.591 0.791 -0.1 1.5 1.9 0.2245
C -0.503 1.075 1.309 2.9 -0.6 0.7 -0.8260
S -0.631 1.957 -0.202 -4.8 0.0 -1.1 1.2143
O -2.111 2.602 -0.104 3.9 -1.2 -0.1 -0.9675
C 0.544 3.131 0.274 0.0 -0.4 -0.1 -0.8380
H 0.574 0.692 1.450 -1.7 0.0 -0.6 0.2405
H -1.259 0.355 1.426 -0.7 -1.2 -0.2 0.2341
H -0.599 1.731 2.141 -0.5 1.0 0.6 0.2229
H 1.536 2.945 -0.004 1.6 -1.5 0.1 0.2492
H 0.358 3.191 1.299 0.3 1.3 1.5 0.2249
H 0.431 3.945 -0.339 -1.2 2.6 -0.9 0.2490
```
Forces are in eV/Å.

=====

Below is a molecular structure, C40H41BrN7O5PV, with properties calculated with wB97M-V/def2-TZVPD.

Properties
- F_max (eV/Å) = 3.69
- expectation value of S² = 3.80
- total energy (eV) = -167831.9552
- spin multiplicity = 4
- E_HOMO (alpha / beta) (eV) = -6.791 / -8.032
- E_LUMO (alpha / beta) (eV) = -0.7 / -1.1
- molar mass (Da) = 861.6
- net charge = 0

Geometry as XYZ:
```
96
Properties=species:S:1:pos:R:3:forces:R:3:lowdin_spin:R:1
V 0.700 0.639 0.606 -2.2 -0.1 0.5 1.9982
N -2.280 3.230 1.429 1.9 1.4 0.3 0.0004
C -1.037 3.881 1.593 -1.6 -0.8 -0.1 -0.0002
O -0.770 4.933 1.021 -0.2 -0.6 0.2 0.0004
C -0.126 3.215 2.598 0.6 0.9 -1.3 -0.0066
C 0.064 1.717 2.384 -0.3 0.3 0.4 -0.0435
H -2.760 3.596 0.645 -0.7 0.3 -0.7 0.0000
H -2.369 2.236 1.542 0.1 -0.4 0.0 0.0001
H -0.558 3.525 3.559 0.4 -0.3 0.2 -0.0029
H 0.815 3.750 2.403 -0.1 0.0 0.7 -0.0001
H -0.899 1.287 2.632 -0.3 -0.5 -0.1 -0.0005
H 0.695 1.393 3.205 0.5 -0.3 0.1 0.0046
O -2.930 4.624 -4.108 -0.8 0.7 0.3 0.0001
C -3.094 3.236 -4.006 0.3 -0.4 0.2 0.0015
C -2.149 2.620 -2.992 -0.1 0.0 -0.1 0.0093
C -2.469 1.367 -2.475 1.3 0.7 0.9 -0.0018
C -1.650 0.840 -1.479 1.5 0.3 0.1 0.0110
N -0.502 1.455 -1.016 -2.4 -0.1 -1.8 0.0003
C -0.245 2.672 -1.562 0.4 -0.7 2.0 0.0085
C -1.045 3.302 -2.491 -0.3 0.2 -0.4 -0.0008
C 0.905 3.305 -0.878 0.5 -0.9 0.3 0.0040
C 1.420 4.501 -1.290 -1.0 -1.0 -0.2 -0.0001
C 2.411 5.067 -0.603 2.8 1.0 2.0 0.0041
C 2.885 6.430 -0.987 0.8 -0.3 -0.6 0.0005
O 1.960 7.403 -0.643 -0.8 0.4 -2.4 0.0004
C 3.033 4.384 0.449 -0.1 -0.6 -0.9 -0.0004
C 2.556 3.115 0.725 1.1 0.2 1.2 0.0078
N 1.489 2.600 0.142 -0.8 0.3 -0.9 -0.0014
H -3.780 5.031 -3.864 0.7 0.0 -0.1 0.0000
H -2.957 2.828 -5.011 0.2 -0.4 0.2 0.0005
H -4.084 2.940 -3.664 -0.3 0.2 -0.2 0.0003
H -3.396 0.920 -2.737 -0.4 -0.7 -0.2 -0.0003
H -1.830 -0.112 -1.019 -0.2 -0.1 -0.2 0.0004
H -0.909 4.350 -2.761 0.2 -0.4 0.0 -0.0001
H 1.110 4.987 -2.163 -0.9 0.6 -1.0 -0.0001
H 3.075 6.427 -2.072 -0.5 0.3 0.2 0.0001
H 3.857 6.641 -0.568 0.4 0.0 0.4 0.0000
H 2.007 7.642 0.250 0.2 0.3 2.0 0.0000
H 3.980 4.690 0.898 -0.5 0.3 0.0 -0.0001
H 3.112 2.533 1.500 -0.9 0.1 -0.7 0.0017
C 1.716 -3.406 4.936 -0.9 0.4 2.0 0.0487
C 0.803 -2.342 4.869 -0.2 -1.8 1.0 -0.0053
C 0.808 -1.519 3.806 -0.3 1.6 -2.0 0.0313
C 1.828 -1.623 2.847 -0.2 0.6 -1.2 0.0026
C 2.772 -2.619 2.990 1.7 1.2 -1.2 0.0437
C 2.702 -3.501 4.017 0.9 -1.2 0.3 -0.0001
N 1.893 -0.784 1.670 0.7 0.4 0.0 0.3513
N 3.098 -0.799 1.090 -0.7 -1.1 2.8 0.1728
C 3.231 -0.268 -0.082 -0.1 0.0 -3.2 0.0604
C 4.496 -0.408 -0.748 0.0 1.2 1.8 0.0442
C 4.640 0.154 -1.948 1.3 -0.4 -2.5 0.0308
C 3.547 0.668 -2.662 0.2 0.9 -1.7 0.0725
C 2.323 0.638 -2.056 -0.2 0.4 -0.8 0.0143
N 2.140 0.219 -0.829 1.5 -1.3 2.9 0.0893
H 1.744 -4.076 5.802 -0.3 0.2 -0.4 0.0028
H 0.012 -2.242 5.597 0.0 -0.1 0.2 -0.0014
H -0.009 -0.805 3.662 0.5 0.0 0.1 0.0013
H 3.688 -2.532 2.376 -0.9 -0.5 0.1 0.0034
H 3.454 -4.268 4.150 0.1 0.0 -0.2 -0.0013
H 5.431 -0.589 -0.229 -0.5 -0.8 0.4 0.0019
H 5.636 0.017 -2.447 -1.0 0.6 0.4 0.0002
H 3.690 1.143 -3.668 -0.3 -0.8 1.1 0.0036
H 1.377 0.929 -2.494 0.3 0.3 -0.6 -0.0006
C 2.038 -3.348 -1.656 -2.7 -0.3 -0.9 -0.0003
P 0.365 -2.403 -1.579 0.1 -1.7 1.1 0.0086
C -0.024 -2.186 -3.314 -0.8 3.6 -0.6 0.0014
C -0.854 -3.807 -1.296 0.6 0.8 -0.1 0.0017
C -2.228 -3.602 -1.511 0.6 -1.4 0.4 0.0004
C -3.136 -4.623 -1.384 1.4 -1.0 0.4 0.0000
C -2.699 -5.898 -1.036 1.1 1.5 0.1 0.0004
C -1.363 -6.088 -0.749 0.1 -1.4 0.6 0.0000
C -0.429 -5.051 -0.867 -0.8 -1.0 0.1 0.0006
H 2.363 -3.546 -0.674 0.4 -0.4 1.2 0.0002
H 2.675 -2.657 -2.101 1.4 1.3 -0.7 -0.0001
H 2.030 -4.248 -2.298 -0.2 0.3 0.4 0.0001
H 0.267 -2.920 -3.997 0.6 -1.4 -1.0 0.0003
H 0.465 -1.187 -3.622 -0.6 -1.4 0.2 0.0001
H -1.126 -2.001 -3.450 1.0 -0.2 0.3 0.0000
H -2.705 -2.706 -1.737 0.0 2.0 -0.5 0.0000
H -4.152 -4.410 -1.480 -1.6 0.2 -0.3 0.0000
H -3.347 -6.686 -0.843 -1.3 -1.2 0.0 0.0000
H -1.118 -7.119 -0.349 0.2 1.5 -0.6 0.0000
H 0.583 -5.300 -0.595 0.3 0.4 -0.1 0.0000
Br -6.585 -3.585 1.918 -0.4 -0.2 0.0 0.0000
C -4.758 -3.228 2.026 0.6 0.9 0.1 0.0000
C -3.889 -4.075 2.650 1.3 -2.2 1.2 0.0003
N -2.548 -3.904 2.785 -2.0 -0.8 0.2 0.0000
C -2.048 -2.804 2.272 -0.9 -0.7 0.0 0.0008
C -2.819 -1.864 1.643 -1.3 0.6 -0.3 -0.0005
C -4.237 -2.040 1.569 1.2 0.7 -0.7 0.0002
C -2.115 -0.639 1.173 -0.7 2.2 -0.2 0.0038
O -2.797 0.377 0.918 -0.2 -0.7 0.3 0.0081
O -0.843 -0.637 1.080 0.4 -0.7 0.0 0.0120
H -4.276 -5.002 3.109 0.2 0.5 -0.3 0.0000
H -1.021 -2.691 2.423 1.5 0.4 -0.1 0.0005
H -4.925 -1.308 1.132 0.7 0.0 0.1 0.0000
```
Forces are in eV/Å.